1.
This record from the Open Molecules 2025 dataset describes a 3-piece molecular cluster, C3H13NO2 overall. The level of theory is ωB97M-V/def2-TZVPD.

Output
Electronic energy (eV): -8906.1910
Total charge: 0
Spin multiplicity: 1
HOMO-LUMO gap (eV): 10.153
Energy relative to the best compared isomer or geometry (same formula, charge and spin) (eV): 1.235
SMILES string: CN(C)C.O.O
LUMO (eV): 0.6
Highest occupied orbital energy (Ha): -0.3494

Last column: Mulliken charge in e.
CARTESIAN COORDINATES (ANGSTROEM)
C -0.14 0.38 -0.32  -1.071
N 1.10 -0.36 -0.50  -0.098
C 0.80 -1.65 -1.14  -0.998
C 1.78 -0.56 0.78  -1.041
H -0.62 0.55 -1.28  0.333
H -0.93 -0.11 0.27  0.388
H 0.05 1.41 -0.01  0.356
H 1.69 -2.00 -1.66  0.327
H 0.10 -1.48 -1.96  0.343
H 0.33 -2.46 -0.57  0.317
H 2.60 -1.25 0.56  0.352
H 2.33 0.34 1.05  0.328
H 1.22 -1.03 1.59  0.343
H -5.23 1.44 2.88  0.316
H -6.59 2.10 3.06  0.323
O -6.12 1.26 3.19  -0.639
H 2.80 1.19 -2.71  0.303
H 2.10 0.78 -1.45  0.503
O 2.75 1.45 -1.79  -0.685



2.
This record from the Open Molecules 2025 dataset describes a 3-piece molecular cluster, C3H13NO2S overall. The level of theory is ωB97M-V/def2-TZVPD.

Output
Electronic energy (eV): -19741.6719
Total charge: 0
Spin multiplicity: 1
HOMO-LUMO gap (eV): 9.798
Energy relative to the best compared isomer or geometry (same formula, charge and spin) (eV): 0.771
SMILES string: NCCCS.O.O
LUMO (eV): 0.7
Highest occupied orbital energy (Ha): -0.3337

Last column: Mulliken charge in e.
CARTESIAN COORDINATES (ANGSTROEM)
C -2.60 -0.89 0.35  -0.562
C -1.26 -1.13 -0.41  -0.449
C -1.07 -0.11 -1.55  -0.547
S 0.73 -0.03 -1.88  -0.212
N -2.32 -0.04 1.52  -0.594
H -2.97 -1.83 0.75  0.398
H -3.25 -0.42 -0.40  0.306
H -0.46 -1.08 0.34  0.070
H -1.13 -2.15 -0.78  0.371
H -1.46 0.83 -1.18  0.325
H -1.47 -0.57 -2.45  0.363
H 0.73 0.06 -3.22  0.109
H -3.18 0.13 2.05  0.216
H -2.04 0.88 1.22  0.222
H 2.81 1.51 1.32  0.351
H 3.15 2.76 2.23  0.305
O 3.18 2.41 1.33  -0.661
H 1.11 -0.15 1.51  0.345
H 1.92 -0.95 2.63  0.305
O 1.96 -0.55 1.76  -0.660



3.
This record from the Open Molecules 2025 dataset describes a 3-piece molecular cluster, C3H13NO2S overall. The level of theory is ωB97M-V/def2-TZVPD.

Output
Electronic energy (eV): -19739.8087
Total charge: 0
Spin multiplicity: 1
HOMO-LUMO gap (eV): 9.487
Energy relative to the best compared isomer or geometry (same formula, charge and spin) (eV): 2.634
SMILES string: CNCCS.O.O
LUMO (eV): 0.5
Highest occupied orbital energy (Ha): -0.3318

Last column: Mulliken charge in e.
CARTESIAN COORDINATES (ANGSTROEM)
C -0.16 -1.52 -2.16  -0.904
N -0.32 -0.96 -0.71  -0.330
C 1.05 -0.68 -0.11  -0.825
C 1.06 0.35 1.03  -0.634
S -0.58 1.10 1.33  -0.273
H 0.97 -1.45 -2.21  0.230
H -0.66 -0.88 -2.89  0.292
H -0.35 -2.46 -2.54  0.322
H -1.01 -0.24 -0.53  0.235
H 1.50 -1.61 -0.22  0.593
H 1.67 -0.27 -0.98  0.327
H 1.49 -0.03 1.94  0.441
H 1.76 1.21 0.85  0.321
H -0.28 1.23 2.61  0.137
H -1.83 -3.19 0.20  0.277
H -1.06 -2.10 0.68  0.488
O -1.48 -2.91 1.03  -0.701
H 1.30 3.46 -0.60  0.309
H 0.20 2.80 -1.50  0.316
O 1.00 3.38 -1.49  -0.622



4.
This record from the Open Molecules 2025 dataset describes a 3-piece molecular cluster, C3H13NO2S overall. The level of theory is ωB97M-V/def2-TZVPD.

Output
Electronic energy (eV): -19733.2589
Total charge: +1
Spin multiplicity: 2
HOMO-LUMO gap (alpha / beta) (eV): 10.766 / 4.946
Energy relative to the best compared isomer or geometry (same formula, charge and spin) (eV): 0.000
LUMO (alpha / beta) (eV): -3.2 / -8.6
Highest occupied orbital energy (alpha / beta) (Ha): -0.5133 / -0.4973

Last column: Mulliken charge in e.
CARTESIAN COORDINATES (ANGSTROEM)
C -1.58 0.78 -1.14  -1.354
C -1.05 0.47 0.29  0.275
C 0.40 0.92 0.51  -0.661
S 1.26 -0.06 1.78  -0.143
N -1.93 1.02 1.29  -0.136
H -1.18 0.05 -1.83  0.350
H -2.65 0.65 -1.17  0.403
H -1.27 1.76 -1.53  0.345
H -1.17 -0.63 0.35  0.329
H 0.39 1.99 0.75  0.517
H 0.95 0.84 -0.44  0.231
H 2.47 0.01 1.28  0.198
H -1.51 1.77 1.84  0.320
H -2.39 0.31 1.86  0.348
H 0.97 -0.30 -2.10  0.285
H 1.94 -0.70 -3.20  0.300
O 1.31 -0.04 -2.95  -0.614
H 0.46 -2.71 -0.12  0.300
H -0.41 -3.10 -1.32  0.284
O -0.09 -2.34 -0.81  -0.578



5.
This record from the Open Molecules 2025 dataset describes a 3-piece molecular cluster, C3H13NO2S2 overall. The level of theory is ωB97M-V/def2-TZVPD.

Output
Electronic energy (eV): -30568.0333
Total charge: +1
Spin multiplicity: 2
HOMO-LUMO gap (alpha / beta) (eV): 8.614 / 5.039
Energy relative to the best compared isomer or geometry (same formula, charge and spin) (eV): 0.596
LUMO (alpha / beta) (eV): -4.8 / -8.4
Highest occupied orbital energy (alpha / beta) (Ha): -0.4941 / -0.4923

Last column: Mulliken charge in e.
CARTESIAN COORDINATES (ANGSTROEM)
N -1.43 -0.24 2.11  -0.766
C -0.61 -0.46 0.85  0.761
C -1.50 -0.64 -0.38  -1.240
C 0.34 -1.63 1.14  -0.751
S 2.09 -1.29 0.76  0.248
S 3.12 -0.12 2.06  0.017
H -1.28 0.71 2.46  0.247
H -2.41 -0.16 1.86  0.267
H -0.06 0.50 0.85  0.031
H -2.48 -0.19 -0.28  0.395
H -0.91 -0.22 -1.19  0.256
H -1.90 -1.65 -0.48  0.440
H 0.19 -1.89 2.18  0.442
H -0.02 -2.49 0.57  0.372
H 3.55 0.84 1.15  0.287
H 0.83 0.77 -3.17  0.319
H 0.87 -0.80 -3.08  0.304
O 0.30 -0.02 -3.14  -0.642
H 0.50 2.59 -0.72  0.304
H 0.13 3.57 -1.93  0.325
O 0.69 2.85 -1.63  -0.617



6.
This record from the Open Molecules 2025 dataset describes a 4-piece molecular cluster, C3H13NO3 overall. The level of theory is ωB97M-V/def2-TZVPD.

Output
Electronic energy (eV): -10952.7948
Total charge: -1
Spin multiplicity: 2
HOMO-LUMO gap (alpha / beta) (eV): 2.727 / 9.677
Energy relative to the best compared isomer or geometry (same formula, charge and spin) (eV): 0.398
LUMO (alpha / beta) (eV): 3.6 / 3.6
Highest occupied orbital energy (alpha / beta) (Ha): 0.0338 / -0.2248

Last column: Mulliken charge in e.
CARTESIAN COORDINATES (ANGSTROEM)
N -2.20 -0.86 -0.34  -1.275
C -2.21 0.34 0.55  -2.059
C -0.28 1.92 0.25  -1.199
C -0.85 0.86 0.83  0.352
H -2.42 -1.64 0.28  0.836
H -3.05 -0.82 -0.92  0.752
H -2.78 0.18 1.45  0.156
H -2.79 1.13 0.04  0.591
H 0.64 2.35 0.61  0.462
H -0.74 2.30 -0.62  0.270
H -0.26 0.38 1.59  0.374
H 2.35 1.04 0.27  0.344
H 3.15 0.94 -1.01  0.327
O 2.92 1.56 -0.32  -0.748
H 1.72 -2.06 1.45  0.290
H 1.08 -1.48 0.09  0.328
O 1.61 -1.30 0.89  -0.758
H 0.58 -1.34 -2.26  0.305
H -0.65 -1.57 -1.40  0.328
O 0.30 -1.81 -1.47  -0.676



7.
This record from the Open Molecules 2025 dataset describes a 4-piece molecular cluster, C3H13NO3 overall. The level of theory is ωB97M-V/def2-TZVPD.

Output
Electronic energy (eV): -10951.8029
Total charge: 0
Spin multiplicity: 1
HOMO-LUMO gap (eV): 7.822
Energy relative to the best compared isomer or geometry (same formula, charge and spin) (eV): 2.969
SMILES string: C=CNC.O.O.O
LUMO (eV): 0.7
Highest occupied orbital energy (Ha): -0.2618

Last column: Mulliken charge in e.
CARTESIAN COORDINATES (ANGSTROEM)
C 0.10 0.27 -1.47  -1.357
C 0.87 0.85 -0.47  0.439
N 0.53 0.73 0.87  -0.238
C 0.62 1.85 1.77  -0.846
H 0.04 -0.82 -1.41  0.285
H -0.33 0.87 -2.26  0.254
H 1.58 1.65 -0.64  0.316
H -0.29 0.11 0.92  0.292
H 1.25 2.68 1.42  0.326
H 0.85 1.49 2.77  0.289
H -0.37 2.35 1.71  0.260
H 2.20 -1.13 -2.28  0.348
H 2.65 -2.56 -1.76  0.309
O 2.92 -1.64 -1.88  -0.673
H -2.56 0.34 -0.27  0.324
H -2.78 1.31 0.95  0.283
O -2.41 0.46 0.67  -0.607
H -2.19 -3.47 0.67  0.294
H -0.91 -2.59 0.55  0.315
O -1.77 -2.76 0.17  -0.615



8.
This record from the Open Molecules 2025 dataset describes a 3-piece molecular cluster, C3H13NO3 overall. The level of theory is ωB97M-V/def2-TZVPD.

Output
Electronic energy (eV): -10952.1518
Total charge: 0
Spin multiplicity: 1
HOMO-LUMO gap (eV): 10.029
Energy relative to the best compared isomer or geometry (same formula, charge and spin) (eV): 2.620
SMILES string: NCCCO.O.O
LUMO (eV): 0.6
Highest occupied orbital energy (Ha): -0.3457

Last column: Mulliken charge in e.
CARTESIAN COORDINATES (ANGSTROEM)
C 2.02 0.18 -1.36  -0.525
C 0.93 -0.25 -0.39  -0.329
C 0.08 0.38 0.86  -0.527
O -0.95 -0.23 1.58  -0.583
N 2.14 -0.49 -2.61  -0.510
H 1.95 1.26 -1.33  0.342
H 2.99 -0.10 -0.84  0.241
H 0.13 -0.50 -1.11  0.238
H 1.13 -1.31 0.02  0.151
H 0.87 0.61 1.62  0.302
H -0.27 1.31 0.46  0.317
H -0.76 0.03 2.49  0.408
H 2.48 -1.49 -2.63  0.243
H 1.34 -0.29 -3.23  0.224
H -0.04 -2.05 2.26  0.342
H -0.83 -3.40 1.95  0.324
O -0.13 -2.98 2.52  -0.660
H -3.70 2.78 -0.46  0.321
H -5.14 3.35 -0.07  0.320
O -4.25 3.16 0.26  -0.640



9.
This record from the Open Molecules 2025 dataset describes a 2-piece molecular cluster, C3H13NSi2 overall. The level of theory is ωB97M-V/def2-TZVPD.

Output
Electronic energy (eV): -20564.1123
Total charge: 0
Spin multiplicity: 1
HOMO-LUMO gap (eV): 9.649
Energy relative to the best compared isomer or geometry (same formula, charge and spin) (eV): 4.030
SMILES string: [H]/N=[SiH]/C(C)C.[SiH4]
LUMO (eV): 0.2
Highest occupied orbital energy (Ha): -0.3486

Last column: Mulliken charge in e.
CARTESIAN COORDINATES (ANGSTROEM)
C 1.43 0.95 -2.35  -1.513
C -0.71 0.60 -1.03  -1.124
C 0.51 -0.11 -1.65  0.091
N 2.22 0.04 0.69  -0.513
Si -2.09 -0.62 3.30  0.348
Si 1.51 -1.00 -0.31  0.346
H 1.79 1.69 -1.64  0.418
H 2.34 0.47 -2.77  0.344
H 0.79 1.41 -3.04  0.435
H -0.43 1.57 -0.68  0.330
H -1.19 -0.17 -0.34  0.227
H -1.51 0.84 -1.88  0.301
H 0.04 -0.63 -2.42  0.532
H 2.57 -0.22 1.64  0.216
H -0.95 -1.09 3.98  -0.096
H -1.86 0.13 1.94  -0.087
H -2.95 -1.83 3.05  -0.085
H -2.98 0.36 4.16  -0.069
H 1.48 -2.40 -0.67  -0.100



10.
This record from the Open Molecules 2025 dataset describes a 4-piece molecular cluster, C3H13O3S overall. The level of theory is ωB97M-V/def2-TZVPD.

Output
Electronic energy (eV): -20300.0788
Total charge: -1
Spin multiplicity: 1
HOMO-LUMO gap (eV): 6.479
Energy relative to the best compared isomer or geometry (same formula, charge and spin) (eV): 1.634
LUMO (eV): 3.4
Highest occupied orbital energy (Ha): -0.1121

Last column: Mulliken charge in e.
CARTESIAN COORDINATES (ANGSTROEM)
C -1.94 0.30 0.20  -0.694
C -2.28 0.08 -1.28  -0.302
C -1.23 -0.74 -2.01  -1.006
S 0.42 -0.03 -2.22  -0.569
H -2.15 1.31 0.59  0.289
H -0.79 0.27 0.16  0.016
H -2.18 -0.62 0.76  0.280
H -3.25 -0.51 -1.28  0.242
H -2.38 1.03 -1.96  0.221
H -1.56 -1.13 -2.99  0.320
H -1.34 -1.63 -1.52  0.357
H 1.35 -1.27 4.36  0.310
H 0.69 -0.19 3.47  0.364
O 0.64 -0.56 4.35  -0.668
H 2.68 0.36 -1.44  0.237
H 3.13 1.64 -1.88  0.321
O 3.57 0.88 -1.54  -0.677
H 1.84 -0.34 1.01  0.303
H 2.79 0.79 1.56  0.312
O 1.95 0.33 1.67  -0.655



11.
This record from the Open Molecules 2025 dataset describes a 4-piece molecular cluster, C3H13O3S overall. The level of theory is ωB97M-V/def2-TZVPD.

Output
Electronic energy (eV): -20299.6544
Total charge: -1
Spin multiplicity: 1
HOMO-LUMO gap (eV): 6.736
Energy relative to the best compared isomer or geometry (same formula, charge and spin) (eV): 2.058
LUMO (eV): 3.6
Highest occupied orbital energy (Ha): -0.1161

Last column: Mulliken charge in e.
CARTESIAN COORDINATES (ANGSTROEM)
C 2.52 0.61 -0.93  -1.043
C 1.41 0.00 -1.73  -0.229
C 0.14 -0.36 -0.85  -0.788
S -0.27 0.92 0.38  -0.622
H 2.66 1.73 -0.61  0.257
H 2.74 -0.03 -0.10  0.302
H 3.49 0.67 -1.52  0.320
H 1.68 -1.06 -2.13  0.212
H 1.06 0.76 -2.43  0.201
H -0.64 -0.69 -1.63  0.289
H 0.02 -1.44 -0.39  0.253
H -4.17 -2.65 0.80  0.296
H -2.80 -2.79 1.33  0.344
O -3.38 -3.20 0.69  -0.642
H -0.51 3.24 0.33  0.244
H -0.04 3.94 1.34  0.303
O -0.72 4.09 0.73  -0.639
H -1.51 -0.90 2.80  0.329
H -0.49 -1.16 1.75  0.255
O -1.18 -1.66 2.18  -0.642



12.
This record from the Open Molecules 2025 dataset describes a 3-piece molecular cluster, C3H14N2O overall. The level of theory is ωB97M-V/def2-TZVPD.

Output
Electronic energy (eV): -8345.7571
Total charge: +2
Spin multiplicity: 1
HOMO-LUMO gap (eV): 7.877
Energy relative to the best compared isomer or geometry (same formula, charge and spin) (eV): 3.901
LUMO (eV): -9.6
Highest occupied orbital energy (Ha): -0.6407

Last column: Mulliken charge in e.
CARTESIAN COORDINATES (ANGSTROEM)
C -1.27 -1.65 -0.32  -0.514
C -1.30 -0.03 -0.25  -0.267
C -0.16 0.32 0.62  -0.591
N -0.50 2.37 1.31  -0.648
N 0.03 -2.18 0.32  -0.396
H -1.17 -1.92 -1.37  0.348
H -2.13 -2.14 0.22  0.414
H -2.36 0.16 0.03  0.338
H -1.09 0.54 -1.15  0.384
H 0.35 0.16 1.59  0.431
H 0.60 0.78 0.02  0.414
H 0.53 2.52 1.57  0.377
H -0.95 3.04 0.69  0.309
H -1.17 2.32 2.06  0.326
H -0.09 -2.28 1.33  0.368
H 0.89 -1.88 -0.11  0.319
H -0.02 -3.17 0.11  0.380
H 3.05 0.43 -2.65  0.329
H 3.48 1.74 -2.19  0.334
O 3.28 0.87 -1.83  -0.654



Computed strongest force on any atom, in the same sequence as the records: 2.28; 2.08; 5.15; 2.35; 3.47; 1.56; 2.91; 6.54; 3.31; 3.62; 3.88; 5.39 eV/Å.